Record 1
{
  "formula": "C26H58Br10N2O4S4",
  "method": "ωB97M-V/def2-TZVPD",
  "orbital_gap_ev": [2.23, 7.88],
  "multiplicity": 2,
  "homo_energy_ev": [-0.5, -6.2],
  "s2": 0.755,
  "e_tot_ha": -28768.6230,
  "total_charge": -1,
  "lumo_ev": [1.72, 1.71],
  "elements": ["C", "C", "C", "C", "N", "H", "H", "H", "H", "H", "H", "H", "C", "C", "C", "C", "N", "H", "H", "H", "H", "H", "H", "H", "C", "S", "O", "C", "H", "H", "H", "H", "H", "H", "C", "S", "O", "C", "H", "H", "H", "H", "H", "H", "C", "S", "O", "C", "H", "H", "H", "H", "H", "H", "C", "S", "O", "C", "H", "H", "H", "H", "H", "H", "Br", "C", "C", "Br", "H", "H", "H", "H", "Br", "C", "C", "Br", "H", "H", "H", "H", "Br", "C", "C", "Br", "H", "H", "H", "H", "Br", "C", "C", "Br", "H", "H", "H", "H", "Br", "C", "C", "Br", "H", "H", "H", "H"],
  "coordinates": [[2.49184, -3.24705, -1.43255], [2.78905, -4.52198, -0.56594], [2.40341, -4.16395, 0.87540], [2.87438, -2.87304, 1.38443], [3.20325, -1.87600, 1.79477], [2.79005, -3.29300, -2.47995], [3.00612, -2.34249, -1.10791], [1.41487, -3.08717, -1.48429], [3.85990, -4.71023, -0.64315], [2.24527, -5.41747, -0.86676], [2.81411, -4.89835, 1.56829], [1.32041, -4.13945, 0.99625], [-1.00245, 2.39994, -3.69770], [-1.95457, 3.59380, -3.65042], [-3.18210, 3.43564, -4.53686], [-3.88481, 4.70959, -4.58434], [-4.43211, 5.76632, -4.56872], [-0.81584, 2.04279, -4.71048], [-1.19360, 1.54269, -3.05220], [-0.02712, 2.72272, -3.33351], [-1.44906, 4.52922, -3.89029], [-2.24437, 3.72392, -2.60774], [-3.85172, 2.60992, -4.29624], [-2.93194, 3.27781, -5.58596], [-1.12300, -6.12410, -4.53863], [0.01998, -6.03816, -3.12431], [1.21816, -5.16878, -3.62180], [-1.00017, -5.06660, -1.95610], [-1.97933, -6.71079, -4.20607], [-0.71999, -6.66787, -5.39303], [-1.58138, -5.18034, -4.83415], [-1.96909, -5.55696, -1.86209], [-1.22710, -4.12638, -2.45867], [-0.47810, -4.96111, -1.00510], [5.86291, 0.37742, -0.62388], [5.00934, 1.96736, -0.20809], [4.18051, 2.26230, -1.40059], [3.97435, 1.22647, 1.11252], [6.15457, -0.16614, 0.27478], [6.77533, 0.73226, -1.10310], [5.25581, -0.17080, -1.34429], [3.36040, 0.46569, 0.63047], [3.49039, 1.98088, 1.73281], [4.56179, 0.65805, 1.83357], [2.78723, 0.13557, -3.22116], [1.89872, -0.36084, -4.81170], [0.39503, -0.28121, -4.44219], [2.34726, 1.23554, -5.69334], [2.38260, 1.09106, -2.88736], [3.86481, 0.27679, -3.30465], [2.54175, -0.55423, -2.41366], [1.93492, 2.07042, -5.12671], [1.85355, 1.24023, -6.66509], [3.40631, 1.41573, -5.87786], [-2.73018, 2.87291, 0.37901], [-3.84811, 1.47987, 0.16587], [-2.92054, 0.30747, -0.03967], [-4.50283, 1.20916, 1.84744], [-2.13259, 2.87239, 1.29059], [-3.43455, 3.70331, 0.42808], [-2.05541, 2.94842, -0.47367], [-5.19963, 1.96980, 2.19959], [-3.73513, 1.07317, 2.60918], [-5.12623, 0.32361, 1.72385], [-0.96327, -2.34761, 0.05071], [0.11239, -0.67073, 0.03929], [0.00606, 0.05183, 1.38981], [0.55716, 1.90299, 1.20037], [-0.18910, -0.14910, -0.86906], [1.16752, -0.90172, -0.10716], [0.56570, -0.44202, 2.18417], [-0.97548, 0.10851, 1.86041], [-4.06593, -2.13539, 3.03895], [-5.24152, -3.08199, 1.73357], [-4.95000, -2.49575, 0.34290], [-5.87036, -3.47570, -1.10194], [-6.28759, -2.92617, 1.99731], [-5.15276, -4.16783, 1.76774], [-3.86324, -2.51721, 0.26167], [-5.31123, -1.46774, 0.31447], [0.77625, 6.68816, 3.00937], [0.86725, 5.19524, 1.67190], [1.97550, 5.16022, 0.65117], [3.64150, 4.83553, 1.64950], [-0.11449, 5.19783, 1.19832], [0.93405, 4.32116, 2.31967], [2.00495, 6.11936, 0.13418], [1.77407, 4.43793, -0.13993], [4.48875, 2.63782, 4.80486], [2.75179, 2.13707, 5.60528], [2.36223, 0.76826, 4.96994], [3.63565, -0.65642, 5.43695], [1.99092, 2.87278, 5.34471], [2.85762, 2.12172, 6.69002], [2.18694, 0.71286, 3.89555], [1.43850, 0.54135, 5.50222], [-1.40332, -0.02256, 4.57092], [-2.37035, -0.45702, 6.30321], [-3.85497, -0.14270, 6.23206], [-4.69298, -1.08072, 7.74930], [-1.87345, -0.13566, 7.21859], [-2.25992, -1.53644, 6.40700], [-4.29533, -0.46107, 5.28716], [-4.11487, 0.91519, 6.26986]],
  "lowdin_spin": [0.0000, 0.0000, 0.0000, 0.0003, 0.0003, 0.0000, 0.0000, 0.0000, 0.0000, 0.0000, 0.0000, 0.0000, 0.0000, 0.0000, 0.0000, 0.0000, 0.0000, 0.0000, 0.0000, 0.0000, 0.0000, 0.0000, 0.0000, 0.0000, 0.0000, 0.0000, 0.0000, 0.0000, 0.0000, 0.0000, 0.0000, 0.0000, 0.0000, 0.0000, 0.0000, 0.0001, 0.0000, 0.0002, 0.0000, 0.0000, 0.0000, 0.0001, 0.0000, 0.0000, 0.0000, 0.0000, 0.0000, 0.0000, 0.0000, 0.0000, 0.0000, 0.0000, 0.0000, 0.0000, 0.0017, 0.0008, 0.0007, 0.0016, 0.0017, 0.0001, 0.0001, 0.0002, 0.0017, 0.0001, 0.0037, 0.0053, 0.0338, 0.0192, 0.0005, 0.0005, 0.0136, 0.0226, 0.0128, 0.0021, 0.0005, 0.0011, 0.0000, 0.0001, 0.0001, 0.0000, 0.0009, 0.0005, 0.0002, 0.0001, 0.0001, 0.0004, 0.0000, 0.0000, 0.0005, 0.0010, 0.0064, 0.0049, 0.0006, 0.0003, 0.0041, 0.0025, 0.3243, 0.2893, 0.0648, 0.1546, 0.0149, 0.0045, -0.0006, 0.0000]
}

Record 2
{
  "formula": "C26H58N10O9P5S",
  "method": "ωB97M-V/def2-TZVPD",
  "orbital_gap_ev": 5.01,
  "homo_energy_ev": -9.5,
  "e_tot_ha": -4354.7494,
  "total_charge": 1,
  "lumo_ev": -4.54,
  "elements": ["C", "C", "N", "C", "C", "C", "O", "O", "N", "C", "S", "C", "C", "C", "C", "O", "C", "P", "N", "O", "N", "P", "O", "O", "O", "C", "P", "C", "C", "H", "H", "H", "H", "H", "H", "H", "H", "H", "H", "H", "H", "H", "H", "H", "H", "H", "H", "H", "H", "H", "H", "O", "P", "N", "C", "C", "N", "C", "C", "N", "C", "C", "H", "H", "H", "H", "H", "H", "H", "H", "H", "H", "H", "H", "H", "H", "H", "H", "H", "H", "O", "P", "N", "C", "C", "N", "C", "C", "N", "C", "C", "H", "H", "H", "H", "H", "H", "H", "H", "H", "H", "H", "H", "H", "H", "H", "H", "H", "H"],
  "coordinates": [[2.79830, -5.77861, 1.51141], [2.77342, -5.30790, 0.05731], [1.52519, -4.69910, -0.43182], [0.75205, -3.92655, 0.43055], [-0.47494, -4.43822, 0.88278], [-0.88145, -5.82331, 0.45828], [-1.07590, -6.05925, -0.68439], [-1.05642, -6.81734, 1.36724], [-0.14847, -6.70661, 2.46450], [-0.69391, -6.73289, 3.57304], [-1.31029, -6.37287, 4.93825], [-1.32083, -3.66067, 1.68143], [-2.61709, -4.33185, 2.05769], [-3.57801, -4.41548, 0.80089], [-3.47499, -3.25688, -0.17848], [-4.62120, -3.54274, 0.77134], [-0.92532, -2.37110, 2.07379], [-2.18362, -1.41891, 3.16577], [-2.09187, 0.22732, 2.75260], [-3.68388, -1.79038, 2.66179], [0.32137, -1.91238, 1.68512], [0.87553, -0.33413, 2.24185], [0.36600, 0.69564, 1.35968], [0.46516, -0.15872, 3.76764], [2.45504, -0.20847, 2.32835], [1.14610, -2.64546, 0.84681], [2.76064, -2.10515, 0.11701], [2.68654, -0.43445, -0.63518], [4.18503, -2.32949, 1.25103], [2.53750, -5.01655, 2.24625], [3.83157, -6.06417, 1.72626], [2.21907, -6.69137, 1.60985], [3.61829, -4.64347, -0.12064], [2.95681, -6.18271, -0.56581], [0.95607, -5.33050, -0.97319], [-3.18004, -3.91277, 2.88081], [-2.50428, -5.38965, 2.26407], [-3.72416, -5.39840, 0.36491], [-4.01627, -3.35806, -1.11172], [-3.35419, -2.23658, 0.16082], [-2.13032, 0.27212, 1.74014], [-2.92126, 0.69869, 3.10035], [-4.01119, -1.15015, 2.00141], [0.45357, -1.00344, 4.24697], [2.76740, -0.69141, 3.10917], [3.21904, 0.26810, 0.01081], [1.65320, -0.08944, -0.64530], [3.16246, -0.41176, -1.60966], [5.03806, -2.60762, 0.63310], [3.98639, -3.18006, 1.90314], [4.47987, -1.44647, 1.81728], [6.37397, 5.00205, -0.09679], [4.92586, 4.65577, 0.11245], [4.48651, 4.35070, -1.53135], [3.56958, 5.03753, -2.40878], [5.08737, 3.17366, -2.12738], [4.40265, 6.14648, 0.75946], [3.20529, 6.85876, 0.35805], [5.44405, 7.12023, 1.09115], [3.49421, 3.87490, 0.77765], [3.89927, 2.96019, 1.87058], [2.42176, 3.26718, 0.01130], [2.79117, 4.35458, -2.78196], [4.08466, 5.44281, -3.28804], [3.05003, 5.86117, -1.92914], [4.67050, 2.24504, -1.69676], [6.16875, 3.15912, -1.96864], [4.91668, 3.14045, -3.20267], [3.34309, 7.38175, -0.59523], [2.95259, 7.61655, 1.10325], [2.33261, 6.20795, 0.29790], [5.83362, 7.61687, 0.19477], [6.26982, 6.64993, 1.61371], [5.04270, 7.88569, 1.75816], [4.45831, 2.09842, 1.48485], [3.04002, 2.59293, 2.43360], [4.54004, 3.49114, 2.58204], [2.75173, 2.46888, -0.66343], [1.86433, 4.01478, -0.55113], [1.69836, 2.82782, 0.70154], [-4.08872, -0.20001, -0.02078], [-4.28077, 0.71180, -1.22623], [-5.27660, -0.31080, -2.17843], [-5.03462, -0.94527, -3.45476], [-6.61649, -0.54134, -1.65810], [-2.64029, 0.81249, -1.70596], [-2.12955, 0.67853, -3.05691], [-1.70024, 0.22826, -0.76969], [-4.62382, 2.16431, -2.14814], [-4.94763, 3.27924, -1.21955], [-5.48924, 2.24457, -3.31367], [-5.79139, -0.64715, -4.19207], [-5.08263, -2.03806, -3.37414], [-4.07037, -0.69355, -3.88593], [-7.23795, 0.36439, -1.73114], [-6.58657, -0.84276, -0.60792], [-7.12466, -1.33164, -2.20750], [-2.10291, -0.36854, -3.37943], [-1.10537, 1.05531, -3.10806], [-2.69343, 1.27079, -3.77599], [-1.71055, -0.87195, -0.84251], [-1.93112, 0.51837, 0.23522], [-0.68177, 0.56861, -0.95573], [-5.90442, 3.11946, -0.71503], [-4.98548, 4.23512, -1.74038], [-4.16839, 3.36222, -0.45411], [-6.51641, 1.91399, -3.13105], [-5.07040, 1.69740, -4.15619], [-5.53757, 3.28445, -3.64031]],
  "mulliken_charge": [-1.1310, -0.6607, -0.2268, -0.3700, 0.7022, -0.6228, -0.5076, -0.2335, -0.2988, 0.6433, -0.2690, 0.4897, -1.9526, 0.1840, -0.0523, -0.4974, 0.9847, -0.1483, -0.1247, -0.4142, 0.6752, 0.1141, -0.3682, -0.4729, -0.4772, 0.7328, -0.2019, 0.2197, -1.0743, 0.2603, 0.4333, 0.3220, 0.2669, 0.5550, 0.5851, 0.8194, 0.2378, 0.6439, 0.6369, -0.5760, -0.1075, 0.3880, 0.3658, 0.3997, 0.2769, -0.0184, -0.5866, 0.7431, 0.4201, 0.3380, 0.3624, -0.8329, 0.6127, 0.1686, -0.9371, -1.0109, 0.1672, -1.0130, -0.9604, 0.1877, -1.1876, -0.9559, 0.3896, 0.2953, 0.2248, 0.1608, 0.3132, 0.4143, 0.3500, 0.4183, 0.1898, 0.3256, 0.3136, 0.3377, 0.3830, 0.3655, 0.3985, -0.1117, 0.2151, 0.7355, -0.6635, -0.0325, 0.5141, -1.1450, -1.1451, 0.3696, -0.9910, -0.6872, 0.1546, -1.1125, -0.8777, 0.4250, 0.3186, 0.2979, 0.2592, 0.1932, 0.4533, 0.3932, 0.2919, 0.2388, 0.0868, -0.2943, 0.6176, 0.3506, 0.4013, 0.3238, 0.2381, 0.2475, 0.4085]
}